Record 1
This record from OMol25 describes C4H6N2O2 as an isolated structure in a non-equilibrium geometry. The level of theory is wB97M-V/def2-TZVPD.

Geometry as XYZ:
```
14
Properties=species:S:1:pos:R:3:lowdin_charge:R:1
C -0.233 -0.893 -0.592 -0.495
C -1.043 -0.106 1.213 -0.103
C -0.046 0.820 0.756 -0.236
C 0.415 0.333 -0.381 -0.351
H -1.523 -2.254 -1.565 0.251
H 0.780 -2.642 -1.233 0.216
H -1.969 -0.268 1.943 0.176
H 1.073 2.204 0.796 0.064
H 1.875 0.146 -1.571 0.059
H 1.502 1.725 -1.557 0.192
N -0.243 -1.820 -1.544 0.025
N 1.503 0.763 -0.927 0.105
O -0.948 -1.097 0.485 0.033
O 0.309 2.043 1.329 0.065
```

Output
energy: -11314.2732 eV
multiplicity: 1
ΔE to the lowest compared entry with this formula, charge and spin: 156.09 kcal/mol
E_HOMO: -7.3 eV
E_LUMO: 0.16 eV
HOMO-LUMO gap: 0.27437 Ha

Record 2
This record from OMol25 describes one molecule with the formula C2H5N3O in a non-equilibrium geometry. The level of theory is wB97M-V/def2-TZVPD.

Geometry as XYZ:
```
11
Properties=species:S:1:pos:R:3:lowdin_charge:R:1
H -2.436 1.001 -0.228 0.042
N -2.555 0.012 -0.032 0.121
C -1.399 -0.461 0.126 -0.283
N -0.152 0.094 0.057 -0.145
O -0.114 1.497 0.044 0.035
C 1.033 -0.589 -0.088 -0.207
N 2.068 0.134 0.096 0.093
H 2.998 -0.192 -0.049 0.047
H -1.235 -1.470 0.417 0.107
H 0.835 1.610 -0.051 0.061
H 0.957 -1.636 -0.293 0.128
```

Output
SMILES: [H]/N=C\N(O)/C=N/[H]
energy: -8670.4523 eV
multiplicity: 1
ΔE to the lowest compared entry with this formula, charge and spin: 73.57 kcal/mol
E_HOMO: -9.1 eV
E_LUMO: 0.75 eV
HOMO-LUMO gap: 0.36205 Ha

Record 3
This record from OMol25 describes C46H57BClF4I2N4O2Ti as an isolated structure in a non-equilibrium geometry. The level of theory is wB97M-V/def2-TZVPD.

Geometry as XYZ:
```
118
Properties=species:S:1:pos:R:3:mulliken_spin:R:1
Ti -0.535 0.695 -0.245 0.365
C -4.167 2.570 -2.033 0.000
C -4.041 1.130 -1.572 0.000
N -2.766 0.493 -1.919 -0.002
C -2.369 0.753 -3.310 0.006
C -3.330 0.226 -4.374 0.000
C -2.855 -0.929 -1.615 -0.003
C -1.584 -1.673 -1.965 0.010
N -0.364 -0.978 -1.537 0.009
C 0.723 -1.293 -2.298 0.010
C 1.882 -0.490 -2.273 0.045
F 1.956 0.463 -1.314 0.019
C 2.930 -0.623 -3.155 -0.009
F 3.928 0.280 -3.102 -0.002
C 2.975 -1.643 -4.087 0.007
C 1.922 -2.531 -4.047 -0.001
F 1.932 -3.609 -4.860 0.000
C 0.849 -2.393 -3.185 -0.009
F -0.035 -3.424 -3.175 0.000
H -5.022 3.031 -1.541 0.000
H -3.286 3.147 -1.761 0.000
H -4.325 2.642 -3.110 0.000
H -4.875 0.545 -1.997 0.001
H -4.136 1.076 -0.486 -0.001
H -1.375 0.336 -3.460 -0.002
H -2.248 1.829 -3.422 0.000
H -3.498 -0.847 -4.283 0.000
H -2.916 0.406 -5.366 0.000
H -4.301 0.717 -4.328 0.000
H -3.679 -1.422 -2.161 0.001
H -3.098 -1.025 -0.558 -0.002
H -1.558 -1.793 -3.052 0.004
H -1.657 -2.678 -1.535 0.003
H 3.798 -1.758 -4.772 0.001
I -2.097 2.822 1.002 -0.013
C -1.734 -0.405 1.241 0.013
I -1.950 -2.565 1.409 0.004
H -2.750 -0.039 1.395 0.007
H -1.194 -0.218 2.174 -0.025
Cl 3.730 6.407 0.440 -0.003
C 2.810 4.922 0.536 -0.043
C 2.856 4.177 1.716 0.139
C 2.150 2.991 1.781 -0.052
C 1.407 2.542 0.696 0.132
O 0.786 1.355 0.795 0.056
C 1.310 3.322 -0.482 0.084
C 0.491 2.981 -1.588 0.307
O -0.282 1.945 -1.627 0.018
C 2.060 4.520 -0.536 0.059
H 3.443 4.520 2.554 0.010
H 2.181 2.380 2.670 -0.022
H 0.502 3.620 -2.473 -0.009
H 2.024 5.128 -1.429 0.002
C 0.302 -5.468 2.874 -0.003
C 1.148 -4.651 3.849 0.021
C 1.772 -5.562 4.909 0.002
C 0.374 -3.529 4.515 -0.021
C -0.782 -3.831 5.223 -0.003
C -1.482 -2.844 5.892 0.001
C -0.999 -1.550 5.895 -0.002
C 0.171 -1.199 5.223 -0.020
C 0.607 0.254 5.350 -0.004
C 0.024 1.108 4.229 -0.054
C 2.103 0.513 5.510 0.012
C 0.819 -2.201 4.496 0.037
N 1.983 -1.913 3.723 -0.125
B 2.119 -1.575 2.344 0.594
N 3.487 -1.777 2.016 -0.104
C 4.122 -2.270 3.159 0.076
C 3.239 -2.337 4.169 0.005
C 4.115 -1.875 0.739 0.175
C 3.811 -3.017 -0.026 -0.053
C 4.483 -3.214 -1.222 0.010
C 5.447 -2.314 -1.647 0.001
C 5.712 -1.193 -0.893 0.000
C 5.045 -0.926 0.306 -0.022
C 5.427 0.405 0.953 -0.010
C 4.961 1.564 0.067 0.007
C 5.013 0.690 2.392 0.003
C 2.834 -4.067 0.469 0.033
C 3.590 -5.256 1.062 0.008
C 1.840 -4.516 -0.598 -0.048
H 0.878 -6.317 2.505 0.000
H -0.012 -4.866 2.025 -0.001
H -0.595 -5.862 3.351 -0.001
H 1.967 -4.208 3.280 0.039
H 0.999 -6.086 5.473 0.000
H 2.374 -4.995 5.619 0.000
H 2.411 -6.309 4.438 0.000
H -1.144 -4.850 5.237 0.000
H -2.395 -3.085 6.419 0.000
H -1.529 -0.778 6.442 0.000
H 0.141 0.583 6.287 -0.001
H 0.433 0.817 3.259 0.068
H 0.259 2.161 4.382 0.003
H -1.060 1.014 4.167 0.004
H 2.651 0.367 4.583 -0.003
H 2.552 -0.132 6.265 0.000
H 2.249 1.549 5.824 0.000
H 5.171 -2.512 3.152 -0.002
H 3.392 -2.651 5.186 -0.006
H 4.262 -4.085 -1.824 0.000
H 5.974 -2.480 -2.577 0.001
H 6.447 -0.477 -1.241 0.000
H 6.525 0.411 0.936 0.000
H 3.879 1.660 0.105 -0.001
H 5.241 1.425 -0.974 0.002
H 5.391 2.502 0.421 -0.002
H 3.932 0.723 2.502 0.041
H 5.401 1.672 2.669 -0.004
H 5.403 -0.038 3.100 0.002
H 2.240 -3.618 1.266 0.201
H 4.175 -5.761 0.291 0.000
H 2.890 -5.978 1.483 -0.001
H 4.271 -4.942 1.854 0.000
H 2.326 -4.920 -1.485 0.000
H 1.203 -3.691 -0.907 0.029
H 1.197 -5.298 -0.193 -0.001
```

Output
energy: -122072.7773 eV
multiplicity: 3
ΔE to the lowest compared entry with this formula, charge and spin: 0.00 kcal/mol
E_HOMO (alpha / beta): -3.8 / -5.2 eV
E_LUMO (alpha / beta): 2.08 / 1.83 eV
HOMO-LUMO gap (alpha / beta): 0.21548 / 0.25907 Ha
charge: -1
⟨S²⟩: 2.03

Record 4
This record from OMol25 describes C46H58GeN4O2RbS as an isolated structure in a non-equilibrium geometry. The level of theory is wB97M-V/def2-TZVPD.

Geometry as XYZ:
```
113
Properties=species:S:1:pos:R:3:lowdin_charge:R:1
Rb -0.722 0.993 1.085 0.894
C -2.709 0.874 3.507 -0.123
C -2.307 -0.473 3.342 -0.213
C -0.928 -0.547 3.723 -0.219
C -0.553 0.756 4.137 -0.119
C -1.639 1.632 4.007 -0.311
C -1.724 3.086 4.428 -0.562
C -0.366 3.606 4.898 -0.062
C -2.715 3.228 5.594 -0.057
C -2.226 3.960 3.271 -0.048
C 0.075 -1.705 3.779 -0.524
C -0.184 -2.585 5.014 -0.052
C 0.093 -2.564 2.507 -0.044
C 1.514 -1.175 3.916 -0.068
C -3.298 -1.514 2.807 -0.523
C -3.097 -1.756 1.302 -0.070
C -3.257 -2.847 3.567 -0.058
C -4.744 -1.011 2.961 -0.078
H -3.703 1.255 3.323 0.089
H 0.426 1.033 4.498 0.088
H -0.021 3.048 5.771 0.084
H -0.430 4.664 5.168 0.078
H 0.395 3.493 4.124 0.061
H -2.390 2.619 6.440 0.085
H -3.704 2.878 5.297 0.076
H -2.798 4.271 5.922 0.072
H -1.540 3.926 2.422 0.055
H -2.330 5.007 3.577 0.079
H -3.196 3.608 2.918 0.080
H -1.171 -3.045 5.002 0.049
H -0.116 -1.974 5.916 0.084
H 0.564 -3.383 5.080 0.075
H -0.865 -3.022 2.277 0.049
H 0.819 -3.376 2.623 0.084
H 0.407 -1.976 1.640 0.069
H 1.661 -0.650 4.861 0.074
H 1.772 -0.506 3.093 0.074
H 2.209 -2.020 3.898 0.080
H -2.092 -2.100 1.054 0.061
H -3.277 -0.823 0.763 0.028
H -3.813 -2.495 0.925 0.083
H -2.309 -3.368 3.474 0.048
H -4.039 -3.514 3.190 0.077
H -3.440 -2.675 4.631 0.089
H -4.931 -0.123 2.357 0.073
H -4.967 -0.769 4.002 0.088
H -5.437 -1.789 2.627 0.076
C 0.227 4.285 -3.565 -0.022
C -0.296 3.873 -2.216 -0.271
N -1.139 2.932 -2.031 0.107
N -1.578 2.248 -3.114 -0.035
C -2.336 1.119 -2.953 -0.914
N -2.349 0.333 -4.072 0.094
S -3.177 0.752 -1.588 0.675
C 0.244 4.514 -0.988 -0.231
C 0.714 5.825 -0.997 -0.023
C 1.259 6.345 0.167 -0.064
C 1.347 5.536 1.285 -0.041
C 0.854 4.241 1.197 -0.126
N 0.294 3.746 0.103 0.094
H 0.611 3.413 -4.105 0.078
H 1.054 4.983 -3.477 0.073
H -0.554 4.747 -4.176 0.092
H -1.160 2.417 -4.021 0.125
H -1.500 0.289 -4.620 0.088
H -2.794 -0.561 -3.926 0.084
H 0.646 6.434 -1.888 0.105
H 1.619 7.366 0.190 0.105
H 1.786 5.886 2.209 0.107
H 0.927 3.564 2.041 0.100
O 1.786 0.805 0.801 -0.185
C 1.662 0.236 -0.298 -0.774
O 1.227 -0.927 -0.512 -0.097
C 1.966 1.071 -1.551 -0.164
C 1.436 0.421 -2.814 -0.239
Ge 1.774 -1.512 -2.911 0.999
C 3.408 -2.091 -2.023 -0.252
C 3.412 -3.214 -1.199 -0.087
C 4.572 -3.623 -0.558 -0.086
C 5.750 -2.908 -0.724 -0.103
C 5.759 -1.779 -1.529 -0.097
C 4.595 -1.377 -2.171 -0.122
C 0.229 -2.681 -2.648 -0.260
C 0.249 -3.972 -3.177 -0.118
C -0.859 -4.803 -3.088 -0.097
C -2.021 -4.342 -2.483 -0.095
C -2.058 -3.059 -1.954 -0.086
C -0.935 -2.245 -2.026 -0.109
C 2.087 -1.779 -4.872 -0.252
C 0.996 -1.825 -5.743 -0.121
C 1.160 -1.913 -7.119 -0.104
C 2.436 -1.964 -7.663 -0.113
C 3.535 -1.931 -6.818 -0.102
C 3.357 -1.839 -5.443 -0.102
H 3.048 1.223 -1.610 0.111
H 1.536 2.057 -1.375 0.078
H 1.836 0.896 -3.716 0.067
H 0.348 0.512 -2.858 0.043
H 2.491 -3.760 -1.033 0.103
H 4.551 -4.493 0.087 0.098
H 6.653 -3.222 -0.216 0.094
H 6.669 -1.204 -1.651 0.095
H 4.619 -0.482 -2.785 0.099
H 1.140 -4.335 -3.679 0.104
H -0.817 -5.806 -3.495 0.095
H -2.892 -4.983 -2.415 0.096
H -2.953 -2.689 -1.469 0.087
H -0.965 -1.266 -1.566 0.067
H -0.012 -1.826 -5.337 0.089
H 0.290 -1.955 -7.765 0.094
H 2.571 -2.040 -8.735 0.092
H 4.537 -1.983 -7.228 0.095
H 4.236 -1.830 -4.807 0.083
```

Output
energy: -126708.5112 eV
multiplicity: 1
ΔE to the lowest compared entry with this formula, charge and spin: 21.95 kcal/mol
E_HOMO: -3.5 eV
E_LUMO: 1.75 eV
HOMO-LUMO gap: 0.19164 Ha
charge: -1

Number 1: molecular weight 114.104 g/mol. Number 2: molecular weight 87.082 g/mol. Number 3: molecular weight 1121.920 g/mol. Number 4: molecular weight 889.141 g/mol.